Entry 1:
C32H62Br2N4O4PS | wB97M-V/def2-TZVPD

Structure (XYZ):
```
106
Properties=species:S:1:pos:R:3:forces:R:3
Br 1.162 -3.196 -0.519 0.184 1.220 -1.190
Br 4.700 -2.156 -0.554 -1.167 0.678 -0.361
S 3.765 -2.338 -5.097 -0.550 -0.550 -1.024
P 3.133 -4.595 -3.235 -2.008 -1.535 0.882
O -2.556 0.044 1.220 -0.160 -0.433 0.260
O -2.667 5.982 2.763 -0.141 -0.263 0.449
O -0.207 4.565 6.296 0.356 0.407 0.119
O -5.710 3.298 1.181 0.113 -0.429 -0.510
N -5.562 0.155 1.331 0.185 0.023 -0.296
N 5.725 -2.145 -3.106 -1.168 1.230 0.985
N 4.006 -0.451 -3.001 -5.340 1.276 -0.242
N -1.713 7.067 5.562 -0.198 -0.236 0.029
C 3.212 -2.708 -3.303 1.960 0.919 -0.391
C -6.352 2.374 0.301 -0.480 0.056 0.305
C -6.688 1.017 0.950 0.226 0.208 0.243
C 8.739 -1.356 -0.631 0.419 -1.391 -0.006
C 0.045 -4.689 -4.873 -3.158 -0.256 2.346
C -2.819 7.526 4.714 0.336 -0.184 -0.213
C 4.256 -5.383 -1.912 2.257 -0.302 -0.076
C 3.588 -5.466 -4.864 1.563 -1.373 -0.594
C -1.814 4.912 3.148 -0.041 0.188 -0.427
C -3.871 -4.605 -1.866 1.354 0.907 -0.185
C -2.575 -4.726 -2.913 2.215 -0.171 -1.661
C 1.064 5.064 5.899 -0.259 -0.269 -0.018
C -2.384 -0.085 2.626 0.090 0.196 -0.189
C 1.128 -1.553 -1.729 -1.008 1.311 0.089
C 4.373 -1.863 -2.494 1.998 -0.778 -2.721
C -0.289 -3.276 -4.041 -2.697 -4.483 0.273
C -1.657 -3.380 -3.084 1.450 -2.219 -1.824
C 6.814 -1.224 -2.616 2.143 -0.152 -1.018
C 7.992 -2.123 -1.872 -0.458 0.128 -0.200
C -3.501 6.479 3.811 -0.149 0.558 -0.123
C 0.713 -0.261 0.530 0.002 0.615 -0.361
C 0.625 -1.920 -4.210 -1.203 -0.667 -1.689
C 2.673 -0.327 -3.415 2.556 -1.611 1.628
C -4.748 -0.287 0.194 0.256 -0.088 0.747
C -0.885 -6.069 -4.702 -1.218 3.184 2.113
C 1.525 -0.165 -0.931 -0.922 -0.340 2.008
C 1.873 -1.776 -3.163 -0.033 1.878 -0.449
C -0.886 5.421 7.224 -0.662 -0.128 -0.103
C -3.438 -0.939 0.665 -0.322 0.411 -0.405
C -4.302 3.137 1.278 -0.202 0.524 0.215
C -2.112 6.071 6.563 0.775 0.108 -0.102
C -2.217 -6.128 -3.706 2.865 4.553 -0.521
H -2.259 4.275 3.916 0.046 0.108 0.067
H -0.998 6.665 4.961 -0.165 0.101 0.197
H 5.357 -4.927 -1.981 -2.173 -1.068 0.438
H -4.335 6.982 3.309 0.140 -0.059 0.000
H -7.305 2.843 0.027 0.108 -0.032 0.090
H 4.397 -6.533 -2.199 -0.592 2.547 0.573
H -5.793 2.271 -0.636 0.178 -0.043 0.109
H -3.424 -4.097 -0.890 -1.033 -1.227 -1.936
H -1.578 0.585 2.933 -0.078 -0.034 -0.125
H -2.721 6.558 7.332 0.031 -0.003 -0.053
H 0.528 0.822 0.988 0.337 -2.346 -1.186
H -2.888 -7.080 -3.559 1.589 2.115 -0.412
H 7.338 -0.779 -3.592 -1.189 -0.741 2.092
H -4.484 0.554 -0.452 0.145 -0.021 -0.259
H -4.974 0.671 1.980 -0.135 -0.149 -0.177
H -0.136 -1.006 -4.104 1.883 -1.845 0.117
H -3.854 2.784 0.344 -0.064 -0.130 0.030
H -3.575 8.004 5.346 0.004 -0.127 -0.010
H 3.882 -5.291 -0.807 0.496 -0.057 -2.348
H 1.675 5.322 6.769 -0.003 0.066 -0.067
H -3.294 0.209 3.156 0.012 -0.136 0.145
H 3.203 -6.593 -4.767 0.669 2.523 0.123
H 8.753 -2.437 -2.735 -1.615 0.635 2.056
H 4.774 -5.566 -4.956 -2.469 0.297 -0.279
H 3.092 -5.043 -5.833 1.136 -0.577 2.070
H 2.653 -0.065 -0.645 -2.071 -0.140 -0.954
H -0.216 6.175 7.659 -0.055 -0.082 -0.263
H -3.951 5.656 4.379 0.204 -0.077 0.014
H 4.599 0.404 -3.079 -0.213 -1.312 0.298
H -1.624 4.298 2.262 -0.086 0.069 0.018
H 7.448 -3.096 -1.463 1.329 1.981 -0.831
H 5.988 -3.154 -3.081 -0.443 1.250 0.374
H 9.857 -1.776 -0.607 -2.430 1.211 0.066
H -0.600 -7.030 -5.311 -0.549 2.189 1.308
H 0.952 5.936 5.249 0.162 0.146 0.055
H -1.959 -2.391 -2.495 0.530 -2.416 -1.320
H -2.108 -1.109 2.896 -0.065 0.020 0.046
H -2.409 8.311 4.067 -0.149 -0.096 0.016
H -7.355 0.455 0.287 0.096 0.036 -0.042
H -0.034 -1.422 -1.972 2.737 -0.511 0.574
H -4.664 -3.832 -2.291 1.585 -1.917 0.754
H -1.235 4.780 8.041 0.023 0.077 -0.054
H 8.230 -1.723 0.383 1.076 1.206 -2.215
H 2.161 0.657 -3.833 1.604 -2.108 0.930
H 1.363 -0.849 1.308 -1.484 0.936 -1.641
H -4.334 -5.644 -1.590 0.919 2.104 -0.741
H -3.867 4.112 1.518 -0.168 -0.051 -0.075
H -0.852 5.300 3.479 0.127 -0.153 0.226
H -0.327 -0.777 0.290 2.197 1.163 0.964
H -2.704 5.272 6.109 -0.126 -0.210 0.158
H -4.056 2.467 2.100 0.239 -0.220 -0.008
H -2.927 -1.357 -0.209 -0.018 -0.043 -0.022
H 6.457 -0.299 -1.997 0.436 -2.047 -0.845
H -3.629 -1.766 1.363 -0.003 0.263 0.023
H 0.941 -4.784 -5.618 -1.929 0.403 1.635
H 0.942 -1.892 -5.361 -0.350 -0.156 2.637
H 1.075 0.816 -1.442 1.177 -2.289 0.637
H 8.739 -0.192 -0.751 0.004 -2.307 0.309
H -5.319 -1.010 -0.398 -0.007 0.021 0.031
H -7.252 1.214 1.869 0.021 0.048 -0.176
H 4.906 -3.081 -5.426 -1.202 0.482 0.989
H 1.576 4.281 5.335 -0.136 0.014 0.082
```
Forces are in eV/Å.

The calculation puts the HOMO-LUMO gap at 0.1917 Ha. Its total charge is +1.

Entry 2:
C32H64Cl2NiO20 | wB97M-V/def2-TZVPD

Structure (XYZ):
```
119
Properties=species:S:1:pos:R:3:forces:R:3
Ni -0.368 -1.412 -0.868 -0.691 -0.387 0.274
Cl -0.280 -1.714 1.560 -0.034 0.164 -0.756
Cl -2.682 -1.447 -1.576 0.707 0.139 0.253
O -0.267 -3.523 -1.248 -0.220 -2.379 -0.952
O 1.363 3.539 4.695 0.248 -3.605 2.936
O 5.829 -0.463 3.887 -0.412 0.077 -1.794
O 1.762 2.745 6.872 -0.055 -1.086 -1.884
O 1.717 -1.484 -0.897 3.861 -0.142 -0.102
O -2.077 3.808 4.380 -1.365 -2.096 0.096
O 3.689 -2.573 -0.342 0.544 1.668 -0.686
O 0.728 2.084 0.813 -0.523 -1.944 -1.129
O -2.218 0.153 -6.943 -2.130 0.224 -0.420
O -3.369 2.424 3.345 0.111 0.491 0.559
O 1.040 1.278 5.407 0.750 2.257 0.105
O -0.332 3.031 -0.839 0.566 -0.547 0.674
O -2.800 4.395 2.288 0.023 -1.619 1.998
O -0.092 -5.392 -2.498 0.625 1.241 0.651
O -4.339 -0.464 -6.434 -1.201 0.828 -1.176
O 0.297 -1.427 -3.093 -0.851 1.590 -1.442
O -0.268 0.726 -0.763 0.712 2.965 0.912
O -1.207 -5.477 -0.523 1.172 -0.043 -2.593
O -4.017 0.834 -8.230 -0.775 -2.000 1.565
O 3.802 -0.498 -1.012 0.332 -2.524 1.355
C -2.776 3.616 3.255 0.300 1.148 -2.008
C -3.285 1.613 -9.144 1.155 1.203 0.874
C -3.407 0.645 1.726 0.130 -0.368 0.370
C 4.997 -0.777 2.701 1.214 0.309 -0.103
C 0.713 4.606 7.897 -0.518 0.579 0.458
C -3.882 -1.423 -5.442 0.345 0.468 -0.198
C 5.089 -0.844 5.015 -1.269 -0.210 -0.696
C 1.796 -1.571 -4.853 0.631 -0.388 -0.807
C 0.299 0.948 4.211 -0.462 0.946 0.021
C 0.004 1.857 -0.311 0.062 -0.779 0.415
C -0.224 -6.788 -2.649 -0.599 -0.909 -0.872
C 1.034 -2.424 -3.866 -0.586 1.424 1.508
C 3.116 -3.759 0.184 -1.749 -0.422 -0.534
C 0.118 -0.221 -3.927 0.186 -0.297 -0.625
C -0.515 -4.716 -1.436 -0.705 0.838 2.372
C -4.146 1.848 2.273 0.832 0.040 -0.896
C -1.957 -4.800 0.463 -0.306 0.668 1.936
C -1.311 3.111 -1.838 -1.292 -0.500 -1.781
C 0.856 -0.445 -5.283 -0.477 -0.803 1.353
C 2.966 -1.528 -0.823 -2.181 -0.142 1.801
C 3.623 -0.502 4.591 0.403 -0.681 1.187
C 3.541 -0.740 3.090 -0.183 0.321 0.290
C -5.091 -2.059 -4.729 0.562 0.749 -0.476
C -3.437 0.176 -7.155 2.330 0.131 -0.894
C -2.784 -5.775 1.274 -1.089 -0.244 -0.380
C 2.022 4.033 7.432 0.046 -0.237 -0.065
C -2.708 2.858 -1.317 -0.529 0.232 0.871
C -1.231 4.885 4.559 0.190 1.821 -0.711
C 3.386 0.719 -1.569 0.232 0.127 -0.884
C 0.970 3.384 1.308 0.456 1.305 0.440
C 4.426 1.800 -1.276 0.019 0.366 0.032
C 1.396 2.607 5.551 -0.317 1.169 -0.625
H 2.930 0.020 2.604 0.334 0.257 -0.127
H 2.123 -2.147 -5.719 0.253 -0.076 0.070
H 2.633 4.598 6.728 -0.330 0.334 0.073
H -0.393 4.831 3.864 0.118 -0.021 0.345
H -2.573 0.958 1.099 -0.003 -0.063 -0.013
H -3.336 -5.244 2.049 0.519 0.324 0.276
H 0.279 5.357 7.237 0.017 -0.073 0.135
H -4.077 0.030 1.126 0.052 0.034 -0.116
H 0.586 0.617 -3.410 -0.242 0.003 0.264
H 2.589 3.877 8.349 0.394 -0.500 -0.386
H -0.925 4.904 5.605 0.084 -0.259 -0.331
H -0.932 -0.033 -4.152 -0.102 -0.041 0.584
H -3.309 -2.125 -6.047 0.137 -0.355 0.502
H 5.418 -0.271 5.882 0.028 -0.028 -0.064
H -5.130 1.591 2.663 0.121 0.267 0.052
H 0.006 3.795 8.070 -0.055 -0.095 -0.410
H 2.666 -1.158 -4.342 0.158 0.007 -0.073
H -0.193 -0.013 4.361 0.475 0.024 -0.008
H -2.304 1.825 -8.718 0.022 0.232 0.108
H -3.060 1.236 -10.142 -0.706 -0.797 0.142
H -4.797 -2.515 -3.783 0.254 -0.154 -0.212
H 5.492 1.575 -1.274 -0.161 -1.040 -0.175
H 5.256 -1.759 2.305 0.243 -0.179 0.195
H 2.884 -1.165 5.041 -0.023 0.468 0.625
H 1.574 3.994 0.636 -0.243 -0.114 -0.412
H 0.830 4.997 8.907 0.070 0.555 -0.145
H -2.567 -4.005 0.035 0.086 -0.053 -0.202
H -5.819 -1.293 -4.463 0.015 0.082 -0.142
H 5.236 -0.065 1.911 0.251 0.148 0.205
H -2.911 3.386 -0.385 0.343 0.233 0.188
H -5.560 -2.777 -5.402 -0.055 -0.052 0.189
H -1.283 -7.047 -2.655 0.105 -0.197 0.252
H 4.381 2.554 -2.062 -0.477 0.294 0.212
H 0.914 0.989 3.312 0.054 -0.292 0.165
H 2.425 -3.571 1.006 0.130 0.341 0.105
H 3.021 -1.664 2.837 0.138 -0.176 0.242
H -3.631 -6.187 0.726 0.250 -0.373 -0.488
H -4.170 2.529 1.422 -0.604 0.495 0.419
H -3.204 -0.823 -4.835 -0.078 -0.608 0.584
H 0.353 -7.433 -1.987 -0.122 0.550 0.579
H 1.612 -2.806 -3.025 0.374 -0.957 -0.757
H 0.316 -3.126 -4.289 0.235 -0.175 -0.067
H -3.509 3.210 -1.967 0.298 -0.148 -0.449
H 3.525 0.538 4.905 -0.645 -0.078 -0.308
H -2.994 0.019 2.516 -0.075 -0.041 0.036
H 0.064 3.928 1.575 -0.185 -0.196 -0.257
H -1.772 5.806 4.340 -0.021 0.190 0.039
H 0.172 -6.999 -3.642 -0.099 0.184 -0.050
H -1.184 4.069 -2.344 -0.024 0.182 0.497
H 0.165 -0.796 -6.049 -0.066 0.077 0.051
H -3.865 2.533 -9.210 0.230 0.048 -0.300
H 1.573 3.318 2.215 -0.210 -0.602 0.029
H -2.870 1.803 -1.097 0.079 -0.120 -0.255
H 5.234 -1.908 5.198 -0.074 -0.267 0.212
H -0.472 1.715 4.138 -0.181 -0.118 -0.329
H 3.347 0.437 -2.621 -0.338 0.908 -0.372
H -1.295 -4.348 1.202 0.351 0.378 -0.432
H 2.399 0.987 -1.192 0.023 0.042 -0.101
H 1.351 0.454 -5.649 0.066 -0.108 0.126
H 2.512 -4.207 -0.605 -0.066 -0.197 -0.031
H 4.270 2.238 -0.290 -0.302 0.209 -0.116
H 3.862 -4.494 0.486 0.405 0.652 -0.150
H -2.225 -6.590 1.733 0.147 0.137 -0.098
H -1.145 2.373 -2.623 0.405 -0.236 0.061
```
Forces are in eV/Å.

The spin multiplicity is 3. The calculation puts the HOMO-LUMO gap (spin up / spin down) at 0.3306 / 0.3318 Ha. The energy relative to the best compared isomer or geometry (same formula, charge and spin) is 0.00 kcal/mol.